Computed, not measured: a 3-piece molecular cluster, C2H2N6O overall in a non-equilibrium geometry, with ωB97M-V with the def2-TZVPD basis set.

The geometry in ORCA input format:
```
! wB97M-V def2-TZVPD RIJCOSX def2/J DEFGRID3
* xyz 0 1
O -3.77426 -1.23726 -0.00004
N 1.00293 0.88075 0.97796
N 1.52244 -0.09921 1.15958
N -0.36949 -1.71666 -0.00888
N 4.25425 0.39166 -0.67297
N 0.36889 1.81642 0.60814
N 3.60999 -0.48195 -0.85163
C -2.76521 -0.87758 -0.53692
C -1.43713 -1.34456 -0.18688
H -2.88020 -0.11921 -1.36265
H 0.46779 2.78759 0.87429
*
```

Its energy above the lowest of the compared OMol25 structures with the same formula, charge and spin is 0.0 kcal per mole. Its gap between HOMO and LUMO is 9.522 eV. The LUMO energy is -0.7 eV. The calculation puts the HOMO energy at -10.196 eV.

Computed, not measured: C4H4BiLiO5 as an isolated structure in a non-equilibrium geometry, with ωB97M-V with the def2-TZVPD basis set.

The geometry in ORCA input format:
```
! wB97M-V def2-TZVPD RIJCOSX def2/J DEFGRID3
* xyz 3 2
Bi 1.09081 0.52126 -0.18818
O -0.93710 -1.29242 -1.41549
O 2.92080 0.57146 0.83587
O -2.97695 -1.89193 -0.75145
O -2.42087 0.17490 -0.60080
O 2.32689 -1.29205 -0.17775
C -2.02240 -1.03862 -0.81071
C -1.65442 1.29955 -1.02290
C -0.68076 1.18521 -1.92408
C 3.08708 -0.61539 0.55659
Li 1.34350 -2.88166 -0.26073
H -0.33854 1.88451 -2.68275
H -0.98856 -0.18011 -2.46323
H -3.51300 -1.91159 -1.55935
H -1.80182 2.12530 -0.32335
*
```

Its energy above the lowest of the compared OMol25 structures with the same formula, charge and spin is 28.3 kcal per mole. Its gap between HOMO and LUMO (alpha / beta) is 5.792 / 6.334 eV. The LUMO energy (alpha / beta) is -16.8 / -16.3 eV. The calculation puts the HOMO energy (alpha / beta) at -22.548 / -22.663 eV.

Computed, not measured: C20H31As2HfN6O11P2S as an isolated structure, with ωB97M-V with the def2-TZVPD basis set.

The geometry in ORCA input format:
```
! wB97M-V def2-TZVPD RIJCOSX def2/J DEFGRID3
* xyz 1 1
Hf -1.38555 1.49481 -1.58734
As -1.29693 2.22449 1.19946
As 1.34351 2.30246 -0.92979
S 2.39605 -5.08377 1.29572
P -3.67763 0.82137 -2.68791
P -1.53201 -0.50060 -4.02378
O -1.75494 -0.17941 -5.42251
O -5.17991 0.75819 -3.04940
O -3.44951 0.88763 -1.17300
O -1.03061 -1.97976 -3.72720
O 3.20668 -4.83761 2.45456
O -0.58737 0.37276 -3.14892
O 2.94708 -4.91471 -0.02726
O -2.11588 -4.36974 1.66813
O -2.95666 -0.52255 -3.16378
O -2.82137 1.94522 -3.23025
O -3.60058 -2.81044 1.86222
N -1.31769 3.59454 -1.53659
N 0.20652 7.20827 0.47212
N -1.21563 5.98683 -1.15689
N -0.58105 -2.68828 0.00784
N -2.55883 -3.25850 1.44207
N -1.09450 -0.60420 -0.50938
C -1.23066 4.76249 -1.34197
C -2.09890 -1.10919 0.27690
C 2.01144 3.43148 -2.35823
C 2.26891 5.23116 1.92500
C 1.00215 -3.96345 1.40023
C 2.78233 -7.75538 1.30871
C -2.86446 3.20576 1.77163
C 0.20275 -3.92526 0.10565
C -0.19025 -1.58636 -0.65219
C 2.93836 1.28574 -0.49744
C 1.19536 5.19645 2.80104
C -1.78798 -2.38185 0.60526
C -0.44515 6.61544 -0.27092
C 1.68224 -6.70652 1.41955
C 0.16743 3.46062 1.48152
C 2.29701 4.38032 0.83243
C -1.03715 0.95319 2.64136
C 1.10696 -1.49426 -1.36973
C 1.25030 3.49393 0.59877
C 0.15177 4.31210 2.58170
H 0.88416 -3.94889 -0.74029
H -1.18513 -2.55700 -4.48822
H 2.17757 2.81194 -3.23866
H 2.34522 -8.74876 1.38999
H -0.16359 0.34042 2.42101
H -5.40634 0.78727 -3.99152
H -2.76698 3.55416 2.79721
H -3.72733 2.54595 1.69334
H 2.75675 0.67161 0.38287
H 0.39952 -4.23255 2.26639
H -0.47741 -4.76614 0.02874
H 1.09881 -0.63652 -2.03221
H -2.98734 -0.56071 0.52979
H 1.92607 -1.39785 -0.65384
H -1.91577 0.31587 2.72624
H 1.16109 5.87078 3.64550
H -3.00642 4.05616 1.10656
H 3.21574 0.65634 -1.34101
H 1.17109 -6.74281 2.38200
H 0.95151 -6.79223 0.61323
H 1.48732 -3.00349 1.59182
H 1.29232 -2.38226 -1.97040
H 3.13896 4.42269 0.15185
H 3.29427 -7.67945 0.35110
H 1.27178 4.19330 -2.59365
H 3.51123 -7.63287 2.10768
H -0.68425 4.29959 3.27007
H 3.74642 1.98253 -0.28315
H -0.87874 1.48181 3.57932
H 2.94795 3.90424 -2.07045
H 3.07589 5.93349 2.08130
*
```

Its energy above the lowest of the compared OMol25 structures with the same formula, charge and spin is 13.1 kcal per mole. Its gap between HOMO and LUMO is 8.644 eV. The LUMO energy is -3.5 eV. The calculation puts the HOMO energy at -12.123 eV.

Computed, not measured: a 2-piece molecular cluster, C11H12NO2 overall in a non-equilibrium geometry, with ωB97M-V with the def2-TZVPD basis set.

The geometry in ORCA input format:
```
! wB97M-V def2-TZVPD RIJCOSX def2/J DEFGRID3
* xyz -1 1
O -2.93299 3.45471 1.60779
O -1.56793 1.91459 0.71832
N -0.40883 0.31282 -0.71183
C 3.18260 -0.50496 -0.36166
C 3.11040 -1.79628 0.14713
C -1.41992 -3.06270 0.47871
C 0.73460 -1.57183 -0.08247
C -2.05775 3.08400 0.83706
C 1.89755 -2.30929 -0.00017
C -1.51932 4.05338 -0.23834
C 0.84472 -0.21801 -0.54923
C -0.70592 -1.83154 -0.00068
C -1.39292 -0.63807 -0.19689
C 2.09510 0.36895 -0.67819
H -0.55887 1.30217 -0.47458
H -0.42729 4.26614 -0.27374
H 3.92853 -2.52482 0.53166
H -1.96464 4.89030 -0.29747
H -0.77359 -4.04373 0.62334
H -1.23772 3.41551 -1.18669
H 2.17899 1.33162 -0.78746
H 1.55906 -3.33521 0.13069
H -2.37043 -3.23475 -0.02467
H 4.15446 0.04741 -0.45838
H -2.49044 -0.49280 -0.34237
H -1.85744 -2.87761 1.59013
*
```

Its energy above the lowest of the compared OMol25 structures with the same formula, charge and spin is 84.1 kcal per mole. Its gap between HOMO and LUMO is 7.818 eV. The LUMO energy is 3.3 eV. The calculation puts the HOMO energy at -4.478 eV.

Computed, not measured: C27H33Ge2N3O7STc as an isolated structure, with ωB97M-V with the def2-TZVPD basis set.

The geometry in ORCA input format:
```
! wB97M-V def2-TZVPD RIJCOSX def2/J DEFGRID3
* xyz 2 4
Tc 0.55227 0.65243 0.61213
Ge -2.28361 -2.09738 0.32563
Ge 1.19515 -2.57287 -1.33800
S 3.09150 1.00116 0.37791
O -1.85340 4.01838 -3.85125
O 0.52148 -0.69953 -1.16686
O -0.75452 -1.34395 1.18297
O -0.37297 -0.89057 -3.22260
O 0.32527 2.36144 1.46741
O -1.05410 0.04372 1.39340
O -0.32714 4.49678 1.20881
N 3.91965 0.48235 2.91104
N -0.22120 1.73869 -0.92353
N 1.70340 0.09358 2.35738
C 3.70167 0.06466 4.17869
C -1.32495 3.32056 -2.86257
C -0.51450 3.01349 -0.64935
C -0.87136 -5.22078 -3.32401
C -0.17770 3.40388 0.77040
C 2.45541 -0.35009 4.55772
C 0.47482 -7.17983 -3.70194
C -0.57792 -6.35307 -4.06962
C -1.06435 3.84690 -1.58838
C -3.75354 -1.18424 -1.99327
C -1.02116 1.97284 -3.13382
C 3.63326 -3.08855 0.26297
C 3.35642 -3.42962 -3.18704
C -4.69098 -3.33739 1.27677
C 1.44822 -0.30813 3.59168
C -3.15718 -0.67154 -0.67870
C 2.14865 -2.73244 0.36209
C 2.93527 0.50333 1.98129
C -1.57544 -3.50214 -0.80530
C 2.18846 -2.45611 -3.00723
C -0.39380 -3.69085 -1.39274
C 0.95443 -5.73688 -1.84436
C -0.10878 -4.90806 -2.20198
C -0.11930 -0.22868 -2.26417
C -3.34454 -2.80455 1.78199
C 1.24004 -6.87370 -2.58547
C -0.46902 1.22263 -2.13354
H -4.47614 -1.98390 -1.82245
H -1.68668 -4.56947 -3.61456
H -2.77574 -3.58970 2.28252
H 3.76092 -3.32569 -4.19351
H -4.27846 -0.38682 -2.51973
H -1.28262 4.87372 -1.32206
H -4.56374 -4.15596 0.56620
H -3.49388 -1.99952 2.50458
H -5.27637 -2.55692 0.78722
H 1.59929 -3.47626 0.94270
H 0.42484 -0.59797 3.79981
H 3.79708 -4.01125 -0.29282
H 3.04141 -4.46589 -3.07010
H 2.02850 -1.78854 0.89199
H 2.53725 -1.42311 -3.09407
H -3.92964 -0.24991 -0.03246
H 1.44446 -2.60139 -3.79042
H 1.54012 -5.51551 -0.95529
H 4.55383 0.08874 4.84423
H -5.28896 -3.71884 2.10325
H 4.20086 -2.30135 -0.23551
H 0.69739 -8.06376 -4.28390
H 4.06154 -3.23424 1.25603
H -2.98117 -1.57578 -2.65720
H -2.44847 0.13751 -0.86013
H 4.84063 0.80747 2.63531
H 2.26025 -0.68263 5.56495
H -2.04084 4.93592 -3.60730
H 2.05272 -7.52348 -2.28901
H -1.17299 -6.59113 -4.94107
H -1.22252 1.54088 -4.10451
H -2.30714 -4.29861 -0.96112
H 4.16825 -3.23569 -2.48862
*
```

Its energy above the lowest of the compared OMol25 structures with the same formula, charge and spin is 0.0 kcal per mole. Its gap between HOMO and LUMO (alpha / beta) is 6.358 / 5.711 eV. The LUMO energy (alpha / beta) is -7.0 / -7.6 eV. The calculation puts the HOMO energy (alpha / beta) at -13.352 / -13.354 eV.